ORCA calculation (ωB97M-V/def2-TZVPD) on a structure of composition C17H21Cl3O4W.

Computed properties:
multiplicity = 3
orbital gap (spin up / spin down) = 6.0 / 6.0 eV
energy above the lowest of the compared OMol25 structures with the same formula, charge and spin = 0.0 kcal/mol
total charge = -2
⟨S²⟩ = 2.012

```
46
C17H21Cl3O4W | OMol25 | ωB97M-V/def2-TZVPD
C -0.8473 0.5719 -3.8163
C -1.7209 -0.5105 -3.4753
C -0.9361 -1.6336 -3.2049
C -3.1958 -0.4772 -3.6389
C 0.4607 -1.2973 -3.3728
C 0.5121 0.0791 -3.7753
C 1.7013 0.9120 -3.5899
C -1.2873 1.9577 -4.1462
C -1.4506 -3.0189 -3.0018
C 1.6220 -2.1966 -3.1509
W -0.2282 0.0223 -1.6584
Cl -4.4567 -2.1614 -0.1251
Cl -1.7125 1.8740 -0.9254
Cl 0.4073 -1.7449 -0.2272
H -3.6264 0.4203 -3.2005
H -3.6648 -1.3228 -3.1407
H -3.4615 -0.4954 -4.7051
H -2.4181 -2.9956 -2.4761
H -0.7656 -3.6425 -2.4113
H -1.5905 -3.5259 -3.9790
H 1.3397 -3.0619 -2.5417
H 2.4266 -1.6669 -2.6342
H 2.0146 -2.5668 -4.1047
H 2.6356 0.4327 -3.6762
H 1.7586 1.0968 -2.3996
H 1.6225 1.9463 -3.8790
H -2.2736 2.1667 -3.6952
H -1.3850 2.1079 -5.2363
H -0.5744 2.7067 -3.7615
O 1.0592 1.1107 -0.6963
H 0.4502 1.8543 -0.6063
O 2.7322 1.8697 4.6679
C 1.9877 1.5348 5.6426
C 2.0624 2.1631 6.8979
C 1.2479 1.7918 7.9675
C 0.3017 0.7504 7.8016
C 0.1861 0.0970 6.5662
C 0.9885 0.4432 5.5082
C 0.8527 -0.3097 4.2096
O 0.0064 -1.1962 4.0784
O 1.7005 0.0449 3.2486
H 2.2550 0.8222 3.6216
H 2.7969 2.9724 7.0246
H 1.3375 2.3061 8.9417
H -0.3415 0.4542 8.6424
H -0.5294 -0.6850 6.4332
```

***

ORCA calculation (ωB97M-V/def2-TZVPD) on a cluster of 8 separate species, C8H34N2O8 in total.

Computed properties:
multiplicity = 2
orbital gap (spin up / spin down) = 2.7 / 9.9 eV
energy above the lowest of the compared OMol25 structures with the same formula, charge and spin = 0.0 kcal/mol
total charge = -1
⟨S²⟩ = 0.750

```
52
C8H34N2O8 | OMol25 | ωB97M-V/def2-TZVPD
C -0.9774 3.4247 -1.9539
C -1.1011 2.0574 -1.1737
C -2.4683 1.8638 -0.5783
O -2.3647 0.7609 0.3886
C -3.5809 0.3485 1.0063
N -0.8583 0.9939 -2.1353
H -0.0902 3.3310 -2.5802
H -0.9652 4.3590 -1.3926
H -1.8474 3.4143 -2.6105
H -0.3007 2.0999 -0.4350
H -3.1625 1.6048 -1.3777
H -2.9345 2.7076 -0.0696
H -3.5135 -0.3444 1.8450
H -4.3149 0.0627 0.2529
H -4.0762 1.2067 1.4604
H -0.9073 0.0856 -1.6963
H -1.5307 0.8794 -2.8802
C -1.2379 -1.3197 3.8695
C 0.1678 -1.0738 3.3087
C 0.7348 -2.3774 2.7114
O -0.2086 -2.8873 1.7428
C 0.4571 -3.8213 0.8363
N 0.0161 0.1296 2.4444
H -1.9339 -1.7088 3.1264
H -1.6777 -0.3692 4.1713
H -1.2274 -2.0132 4.7104
H 0.7912 -0.8233 4.1670
H 0.8702 -3.1018 3.5145
H 1.6890 -2.0629 2.2886
H 1.3166 -3.3664 0.3439
H -0.1620 -4.1375 -0.0032
H 0.7361 -4.7890 1.2532
H 0.6908 0.0603 1.6961
H -0.8638 0.0229 1.9601
O -0.8261 -1.6548 -1.1873
H -1.1835 -2.3290 -1.7653
H -0.8623 -2.0441 -0.3136
O 1.7769 0.8978 -3.0574
H 0.8660 1.0201 -2.7898
H 1.7926 1.1541 -3.9795
O 3.7536 2.4553 -2.0579
H 3.1152 1.8635 -2.4559
H 3.7107 2.2601 -1.1218
O 3.9583 -0.8960 -3.9785
H 3.1607 -1.3677 -4.2187
H 3.6925 -0.3278 -3.2555
O 1.5338 -0.4038 -0.1531
H 1.7125 -0.2925 -1.0869
H 0.6224 -0.6938 -0.1160
O 3.0105 1.8215 1.2682
H 2.3226 2.3873 0.9177
H 2.6787 0.9328 1.1400
```

***

ORCA calculation (ωB97M-V/def2-TZVPD) on a cluster of 6 separate species, C31H79N7O11 in total.

Computed properties:
multiplicity = 2
orbital gap (spin up / spin down) = 1.5 / 8.8 eV
total charge = -1
⟨S²⟩ = 0.750

```
128
C31H79N7O11 | OMol25 | ωB97M-V/def2-TZVPD
C 2.0258 6.1525 8.5424
O 3.2704 6.2868 9.2241
C 3.2224 6.3645 10.5793
C 4.5679 6.3398 11.2718
N 4.4143 6.1217 12.6813
C 5.7341 5.8682 13.3042
C 5.6148 6.5474 14.7230
O 5.2374 7.9709 14.6667
C 6.3059 8.7830 14.2600
H 1.5700 5.2016 8.8185
H 2.3178 6.2156 7.4942
H 1.2177 6.7845 8.9110
H 2.7028 5.4634 10.9051
H 2.8413 7.3305 10.9105
H 5.2088 7.2000 11.0784
H 5.1690 5.5580 10.8074
H 4.1923 6.9967 13.1342
H 6.4903 6.5123 12.8553
H 6.1694 4.8813 13.4609
H 6.3942 6.3302 15.4534
H 4.7957 6.0914 15.2792
H 7.2946 8.5459 14.6530
H 6.0296 9.8177 14.4629
H 6.3357 8.8634 13.1734
C -0.9007 1.2366 10.3867
O -0.1212 1.8179 11.4042
C 0.7059 2.8918 10.9567
C 2.1252 2.4898 10.4267
N 2.8958 1.6699 11.3978
C 4.1433 1.2556 10.7892
C 5.0954 2.4597 10.3425
O 6.3281 1.8556 9.9935
C 7.2083 2.6954 9.1707
H -1.5127 0.4481 10.8246
H -0.1598 0.7481 9.7537
H -1.5466 1.9602 9.8896
H 0.6566 3.5191 11.8468
H 0.2018 3.5060 10.2106
H 2.6489 3.3950 10.1191
H 1.7706 1.8982 9.5827
H 2.2414 0.9404 11.6422
H 3.9174 0.5051 10.0317
H 4.7575 0.8035 11.5679
H 5.2303 3.0463 11.2512
H 4.5548 2.9547 9.5357
H 7.4976 3.5077 9.8375
H 6.8780 3.0451 8.1925
H 8.1076 2.1256 8.9371
C 10.5193 1.4432 9.1729
O 10.2780 1.7469 10.5299
C 10.6738 0.6397 11.4019
C 12.2235 0.4402 11.6216
N 12.4435 -0.5526 12.6436
C 13.9011 -0.9174 12.6089
C 14.1737 -1.6378 13.9332
O 15.4390 -2.1623 13.9512
C 16.0668 -2.5316 15.1221
H 11.4954 1.1635 8.7767
H 10.3699 2.3467 8.5817
H 9.8704 0.7057 8.7006
H 10.2184 -0.2679 11.0057
H 10.2955 0.9589 12.3730
H 12.8161 1.3525 11.5538
H 12.5036 -0.0972 10.7156
H 11.8402 -1.3625 12.6511
H 14.5588 -0.0503 12.5495
H 14.1673 -1.5728 11.7797
H 13.4578 -2.4364 14.1281
H 14.1401 -0.8827 14.7186
H 15.4860 -2.2127 15.9876
H 17.1212 -2.2861 15.2489
H 16.1038 -3.6209 15.1075
C 17.3440 1.6229 14.6113
O 16.2796 2.3953 15.1803
C 15.1188 2.4311 14.3078
C 14.3934 3.7822 14.0880
N 15.1170 4.5766 13.0961
C 14.5298 5.8888 12.8351
C 13.0973 5.8722 12.3268
O 12.9018 5.1315 11.1753
C 13.3010 5.6675 9.9198
H 17.7381 1.9148 13.6378
H 16.9457 0.6083 14.6056
H 18.2081 1.6310 15.2757
H 14.3050 1.8043 14.6724
H 15.3804 1.9233 13.3795
H 14.3544 4.3997 14.9854
H 13.3756 3.4678 13.8569
H 15.1566 4.1105 12.2009
H 15.1074 6.5479 12.1871
H 14.4347 6.5728 13.6784
H 12.7075 6.8814 12.1941
H 12.4541 5.2333 12.9320
H 12.8458 6.6571 9.9571
H 13.0286 5.1973 8.9749
H 14.3191 6.0362 9.7944
C 9.8175 7.3588 15.6026
O 10.3528 8.3216 14.7756
C 9.9164 9.6242 15.1938
C 9.8645 10.6147 13.9992
N 9.0321 9.9285 12.9968
C 9.0980 10.5790 11.6863
C 8.4272 12.0243 11.6663
O 8.5368 12.5630 10.3036
C 7.9672 13.7601 10.0814
H 10.0716 7.5997 16.6348
H 10.4034 6.4570 15.4248
H 8.7566 7.1377 15.4852
H 10.6135 10.0142 15.9354
H 8.9576 9.6233 15.7123
H 10.8656 10.9144 13.6892
H 9.4368 11.5666 14.3142
H 9.3069 8.9683 13.1470
H 8.6580 9.8001 11.0635
H 10.1245 10.6225 11.3222
H 8.7745 12.7455 12.4061
H 7.3649 11.9277 11.8907
H 8.5237 14.1605 9.2340
H 8.1457 14.4397 10.9148
H 6.9134 13.9217 9.8545
C 9.3420 3.4218 13.1135
O 9.3323 3.9487 14.2087
N 8.4184 2.6132 12.6902
N 10.2909 3.7229 12.2069
H 7.5455 2.4085 13.1553
H 8.4355 2.3103 11.7269
H 10.5967 3.0763 11.4938
H 10.8824 4.5061 12.4454
```

***

ORCA calculation (ωB97M-V/def2-TZVPD) on a structure of composition C18H15N6Pd.

Computed properties:
multiplicity = 1
orbital gap (spin up / spin down) = 5.3 / 5.3 eV
energy above the lowest of the compared OMol25 structures with the same formula, charge and spin = 21.6 kcal/mol
total charge = -1

```
40
C18H15N6Pd | OMol25 | ωB97M-V/def2-TZVPD
Pd 0.5500 0.8882 -0.8731
N -0.6373 0.6330 -5.0295
C 0.5003 0.7570 -4.3076
N 0.2367 1.3343 -3.1650
C -1.1321 1.5370 -3.1949
N -1.6774 1.1269 -4.3347
C -1.8501 2.0123 -2.0431
C -3.2385 2.0695 -2.0066
N -3.9285 2.4478 -0.9434
C -3.1825 2.7017 0.1541
C -1.8147 2.6162 0.1659
N -1.0938 2.3072 -0.9303
H -0.7852 0.1898 -5.9218
H 1.4630 0.4230 -4.6458
H -3.8087 1.8000 -2.8864
H -3.7272 2.9909 1.0446
H -1.2456 2.8220 1.0672
N 2.4389 0.9187 1.1327
C 1.9028 0.2950 2.2370
C 2.0801 0.8921 3.4912
C 1.6456 0.2893 4.6531
C 1.0077 -0.9356 4.5862
C 0.8156 -1.5320 3.3527
C 1.2543 -0.9610 2.1617
C 0.9440 -1.7130 0.9182
C 1.1045 -3.1005 0.9434
C 0.6594 -3.8954 -0.0963
C 0.0214 -3.3124 -1.1773
C -0.0983 -1.9338 -1.2340
C 0.3778 -1.0970 -0.2163
H 1.8831 0.7312 0.2325
H 2.6425 1.9002 1.2865
H 2.5570 1.8647 3.5404
H 1.7860 0.7824 5.6068
H 0.6407 -1.4186 5.4834
H 0.2762 -2.4687 3.3067
H 1.6074 -3.5653 1.7849
H 0.7995 -4.9699 -0.0577
H -0.3710 -3.9238 -1.9832
H -0.6035 -1.5037 -2.1022
```

***

ORCA calculation (ωB97M-V/def2-TZVPD) on a structure of composition C3H6N2O2.

Computed properties:
multiplicity = 1
orbital gap = 9.8 eV
energy above the lowest of the compared OMol25 structures with the same formula, charge and spin = 201.6 kcal/mol
total charge = 0

```
13
C3H6N2O2 | OMol25 | ωB97M-V/def2-TZVPD
C 0.5864 0.3211 -0.1345
C -0.7955 0.2376 -0.2884
C -1.7743 -0.1956 0.7321
H 2.5583 -0.2155 -0.6037
H 0.7068 -1.4099 -1.1622
H 0.7616 2.4081 -0.0404
H -1.2046 1.0027 -0.7501
H -1.3664 -0.6314 1.6987
H -2.8609 0.0270 0.8001
N 1.0891 -0.9531 -0.0961
N 1.2537 1.3747 -0.0029
O 2.3987 -1.0000 0.4023
O -1.3531 -0.9656 -0.5549
```

***

ORCA calculation (ωB97M-V/def2-TZVPD) on an isolated molecule of C5H8O3.

Computed properties:
multiplicity = 1
orbital gap = 10.7 eV
energy above the lowest of the compared OMol25 structures with the same formula, charge and spin = 21.4 kcal/mol
total charge = 0
SMILES string = O=CCCCC(=O)O

```
16
C5H8O3 | OMol25 | ωB97M-V/def2-TZVPD
O -3.4093 -0.9735 0.7345
C -2.3779 -1.1134 0.1301
C -1.1371 -0.2756 0.3650
C -0.3755 -0.1451 -0.9883
C 1.1370 -0.4784 -0.7657
C 1.7977 0.7102 -0.1245
O 2.0705 1.7640 -0.6191
O 2.0312 0.4808 1.2062
H -2.3855 -1.8203 -0.7205
H -0.4210 -0.3585 1.1893
H -1.4266 0.7362 0.7004
H -0.4991 0.8617 -1.3870
H -0.6894 -0.7989 -1.8040
H 1.6403 -0.8021 -1.6728
H 1.1755 -1.3975 -0.1772
H 2.6153 1.1310 1.5807
```

***

ORCA calculation (ωB97M-V/def2-TZVPD) on a structure of composition C9H22N2NiO5.

Computed properties:
multiplicity = 4
orbital gap (spin up / spin down) = 9.3 / 8.2 eV
energy above the lowest of the compared OMol25 structures with the same formula, charge and spin = 0.0 kcal/mol
total charge = +1
⟨S²⟩ = 3.763

```
39
C9H22N2NiO5 | OMol25 | ωB97M-V/def2-TZVPD
Ni -0.2920 0.0824 -1.6568
C -1.6266 -0.1334 -3.4578
O -2.1919 -0.5066 -2.4475
O -1.2038 0.9929 -3.3269
O -0.5859 -0.7866 -3.4930
C -2.8808 1.5556 0.3280
C -1.4065 1.7907 0.8218
C -0.9031 0.7944 1.9213
O -1.8651 0.7057 2.8858
C -1.3982 0.0932 4.0775
N -0.4901 1.7678 -0.3261
H -3.1867 0.5212 0.1711
H -3.1293 2.2010 -0.5146
H -3.5148 1.8708 1.1567
H -1.3531 2.7577 1.3219
H 0.0724 1.1244 2.2786
H -0.8132 -0.2110 1.5099
H -2.1769 0.0811 4.8402
H -0.6528 0.7482 4.5286
H -0.9560 -0.9026 4.0453
H 0.4043 2.0663 0.0358
H -0.8238 2.5863 -0.8147
C 1.9394 -2.3130 1.0721
C 1.4599 -1.1804 0.1616
C 2.3788 -0.8410 -1.0757
O 1.7317 0.1304 -1.9260
C 2.3392 0.3083 -3.1814
N 0.1999 -1.6306 -0.4498
H 1.1659 -2.4617 1.8255
H 2.7534 -2.0471 1.7465
H 2.1709 -3.3098 0.6965
H 1.2017 -0.3438 0.8110
H 2.6560 -1.7400 -1.6262
H 3.3159 -0.4149 -0.7175
H 2.4450 -0.6295 -3.7267
H 3.2835 0.8395 -3.0628
H 1.7309 0.9533 -3.8155
H 0.5371 -2.4640 -0.9102
H -0.3355 -2.0557 0.2937
```

***

ORCA calculation (ωB97M-V/def2-TZVPD) on a cluster of 2 separate species, C18H16NO3 in total.

Computed properties:
multiplicity = 1
orbital gap = 5.9 eV
energy above the lowest of the compared OMol25 structures with the same formula, charge and spin = 0.0 kcal/mol
total charge = -1

```
38
C18H16NO3 | OMol25 | ωB97M-V/def2-TZVPD
C 1.4614 -2.0042 1.1454
C 2.2738 -1.0518 0.4981
C 2.0169 0.2940 0.6870
C 0.9727 0.7254 1.5097
C 0.9136 2.1658 1.8928
O 0.1928 2.6905 2.7077
C 0.0881 -0.2173 2.0509
C 0.3319 -1.5752 1.8651
H 1.7054 -3.0675 1.0478
H 3.1204 -1.3702 -0.1108
H 2.6436 1.0514 0.2151
H 1.6572 2.7894 1.3512
H -0.7782 0.1000 2.6172
H -0.3218 -2.3322 2.3119
C 4.3319 7.0348 1.8423
C 3.4087 6.6656 2.9516
O 3.3764 5.2317 2.9487
C 2.6188 4.7255 3.9653
C 2.9236 3.3166 4.1389
C 2.2603 2.5517 5.1523
C 1.1500 3.0720 5.8610
C 0.5690 2.3486 6.8992
C 1.0486 1.0708 7.2137
C 2.1879 0.5777 6.5706
C 2.7503 1.2655 5.5055
C 4.0316 2.8989 3.4000
N 4.9273 2.5625 2.7150
O 1.8457 5.4540 4.5756
H 4.3412 8.1260 1.7361
H 5.3486 6.7034 2.0645
H 4.0383 6.5629 0.8940
H 3.8086 7.0111 3.9168
H 2.3994 7.0794 2.7759
H 0.8288 4.0771 5.5890
H -0.2394 2.8324 7.4492
H 0.5720 0.5312 8.0194
H 2.6455 -0.3447 6.9200
H 3.6154 0.8559 4.9742
```

***

ORCA calculation (ωB97M-V/def2-TZVPD) on a cluster of 2 separate species, H5NS in total.

Computed properties:
multiplicity = 1
orbital gap = 2.6 eV
energy above the lowest of the compared OMol25 structures with the same formula, charge and spin = 94.3 kcal/mol
total charge = 0

```
7
H5NS | OMol25 | ωB97M-V/def2-TZVPD
S -2.1680 0.4720 -0.6566
H -3.3373 -0.1243 -0.3859
N 3.5674 -0.6869 1.0074
H 4.1439 0.0957 1.3403
H 3.1443 -1.0807 1.8535
H 2.9623 -0.3603 0.2463
H 4.3614 -1.2489 0.6613
```

***

ORCA calculation (ωB97M-V/def2-TZVPD) on a structure of composition C6H19LiN2O6.

Computed properties:
multiplicity = 1
orbital gap = 6.2 eV
energy above the lowest of the compared OMol25 structures with the same formula, charge and spin = 0.0 kcal/mol
total charge = 0

```
34
C6H19LiN2O6 | OMol25 | ωB97M-V/def2-TZVPD
Li 0.3187 0.5902 -0.1510
C 1.3364 2.3140 1.6809
O 1.1733 2.3873 0.2971
H 2.3684 2.6073 1.9623
H 0.6702 2.9578 2.2790
H 1.2975 1.2461 1.9948
C -1.7296 -0.8982 -1.7256
C -0.7701 -0.2499 -2.7212
O -0.0571 0.8088 -2.0702
O -1.1157 -2.0389 -1.1067
H -2.6311 -1.2114 -2.2581
H -2.0323 -0.1401 -0.9963
H -1.2932 0.0962 -3.6164
H -0.0680 -1.0197 -3.0626
H 0.2910 1.3480 -2.7858
H -1.7945 -2.7186 -1.0938
C -2.7058 0.9013 1.9618
C -2.0899 -0.1294 2.9263
O -1.0145 0.4956 3.6297
O -1.7495 1.4367 1.0841
H -3.2258 1.7009 2.4979
H -3.4347 0.3194 1.3841
H -1.7438 -0.8822 2.2031
H -2.8267 -0.6132 3.5665
H -0.2374 -0.0370 3.4315
H -1.3055 2.1809 1.5113
C 2.6917 -1.1838 -1.0940
O 1.8347 -0.6017 -0.4317
N 3.9450 -0.6812 -1.2110
N 2.4436 -2.3542 -1.7679
H 4.5341 -1.0033 -1.9536
H 4.2500 0.0033 -0.5446
H 3.1445 -2.8983 -2.2231
H 1.5259 -2.7328 -1.5968
```

***

ORCA calculation (ωB97M-V/def2-TZVPD) on an isolated molecule of C4H8F3NOSi.

Computed properties:
multiplicity = 3
orbital gap (spin up / spin down) = 6.5 / 11.1 eV
total charge = 0
⟨S²⟩ = 2.006

```
18
C4H8F3NOSi | OMol25 | ωB97M-V/def2-TZVPD
C -0.6214 0.6822 0.6532
C -1.7856 0.8219 -0.1666
C 0.6698 -0.3913 -1.1548
C 1.7170 0.8181 0.7468
N 0.6238 0.4349 0.1204
O -0.4953 1.5719 1.7067
F 0.8007 3.6732 0.3961
F -1.0553 3.9673 1.9986
F 1.1771 3.1798 2.8796
Si 0.1789 3.0004 1.7052
H -1.8175 1.6016 -0.9907
H -1.9434 -0.0947 -0.7561
H -2.6114 0.9089 0.5097
H 1.6800 -0.6107 -1.3728
H 0.1084 -1.4456 -1.2063
H 0.5477 0.1386 -2.0727
H 1.6750 1.1290 1.7688
H 2.7056 0.4702 0.3811
```